1.
# C63H145N7O13

A cluster of 13 separate species, C63H145N7O13 in total in a non-equilibrium geometry (ωB97M-V/def2-TZVPD, OMol25).

XYZ file:
```
228
Properties=species:S:1:pos:R:3:forces:R:3
C -0.771 2.695 -1.213 1.8 -0.2 0.1
C -0.299 2.520 0.300 -1.0 0.9 -1.0
C -1.219 1.423 0.893 1.4 -2.3 -0.7
C -0.630 -0.076 0.638 0.8 2.4 1.0
C 0.830 -0.072 1.185 -0.5 -0.1 -0.3
C 1.840 1.051 0.727 -0.5 -2.7 0.0
N 1.181 2.323 0.486 -2.6 -2.4 2.6
O 2.001 3.301 0.045 0.3 0.9 -1.4
C 2.864 1.084 1.875 1.1 0.8 -0.3
C 2.560 0.455 -0.513 -0.5 1.2 -0.6
C -0.724 3.813 0.973 0.2 0.2 1.0
H -0.174 1.981 -1.780 -0.3 -0.2 -0.5
H -0.511 3.687 -1.582 0.3 0.2 0.0
H -1.828 2.584 -1.455 0.0 -0.4 0.6
H -1.381 1.617 1.953 0.3 -0.4 0.1
H -2.206 1.444 0.430 0.1 0.4 -0.1
H -0.566 -0.372 -0.409 -0.4 0.4 -0.2
H -1.268 -0.799 1.147 0.2 -0.1 0.1
H 1.303 -0.995 0.848 0.1 -0.2 0.0
H 0.869 -0.112 2.274 -0.5 0.4 0.1
H 3.648 1.760 1.534 -0.1 1.0 0.6
H 2.446 1.248 2.868 -0.1 0.8 -0.2
H 3.529 0.243 2.070 -0.7 -1.0 -0.7
H 1.864 0.302 -1.338 -0.5 -0.6 0.1
H 3.200 1.191 -1.000 0.7 0.0 0.4
H 3.087 -0.467 -0.269 0.1 0.2 -0.1
H -0.566 3.746 2.049 -0.2 -0.1 0.1
H -1.791 3.937 0.785 0.0 0.3 0.1
H -0.181 4.720 0.707 0.0 -0.1 -0.6
H 1.914 3.156 -0.900 0.8 0.9 -0.8
C -7.501 -4.155 3.239 -0.1 0.3 -0.1
C -5.974 -4.243 3.471 -2.0 -1.4 0.4
C -5.661 -5.779 3.462 0.8 -0.3 -1.1
C -5.476 -6.437 2.046 0.8 1.3 1.7
C -4.432 -5.569 1.281 -1.1 -0.3 0.7
C -4.863 -4.042 1.135 0.5 -1.7 -0.7
N -5.194 -3.527 2.480 2.1 -2.5 -0.8
O -5.302 -2.163 2.475 -0.5 1.0 0.3
C -3.579 -3.382 0.529 -0.7 1.0 0.3
C -6.039 -3.929 0.160 -0.3 -0.3 -0.9
C -5.719 -3.654 4.856 0.4 -0.2 -0.2
H -8.075 -4.940 3.730 0.3 -0.2 0.1
H -7.729 -4.228 2.175 -0.2 0.4 0.2
H -7.842 -3.231 3.707 -0.3 0.3 -0.6
H -4.717 -6.047 3.938 0.4 0.7 0.2
H -6.337 -6.439 4.006 -0.7 0.8 0.2
H -6.406 -6.646 1.517 0.0 0.3 -0.1
H -5.075 -7.389 2.393 0.2 -0.3 -0.9
H -4.192 -6.144 0.386 -0.1 0.8 -0.7
H -3.482 -5.516 1.812 -0.1 -0.3 0.5
H -3.346 -3.658 -0.500 -0.4 -0.6 0.0
H -3.736 -2.306 0.452 0.0 0.2 0.2
H -2.668 -3.551 1.102 -0.2 -0.1 0.3
H -5.772 -4.284 -0.835 0.5 -0.1 -0.1
H -6.875 -4.584 0.403 0.0 0.1 0.4
H -6.451 -2.939 -0.032 0.2 0.3 0.5
H -6.279 -4.168 5.636 0.1 -0.4 -0.1
H -6.056 -2.620 4.928 0.3 0.1 -0.2
H -4.647 -3.765 5.020 0.1 0.3 0.5
H -4.541 -1.935 3.014 0.0 0.7 0.0
C 7.925 -3.031 0.475 1.0 0.7 -0.3
C 7.729 -1.507 0.756 -0.5 -0.9 -0.1
C 8.287 -1.173 2.135 0.7 -0.7 0.9
C 9.795 -1.070 2.225 0.2 -0.2 -0.9
C 10.236 0.004 1.261 -0.1 0.5 -1.2
C 9.828 -0.294 -0.264 0.7 -2.0 2.0
N 8.403 -0.713 -0.269 0.7 2.3 1.8
O 7.881 -0.872 -1.519 -0.3 -0.3 -0.8
C 10.059 0.938 -1.111 -0.9 0.9 -0.3
C 10.753 -1.425 -0.805 0.2 0.6 0.1
C 6.206 -1.171 0.678 0.3 0.3 0.8
H 7.737 -3.172 -0.589 -0.6 -0.5 0.1
H 7.404 -3.738 1.120 -0.5 0.3 -0.2
H 8.981 -3.283 0.574 0.2 0.1 0.2
H 7.891 -0.273 2.605 -0.3 0.2 -0.4
H 8.138 -1.975 2.858 -1.1 -0.3 -0.2
H 10.304 -1.994 1.953 -0.2 -0.3 -0.2
H 10.039 -0.992 3.285 0.3 0.8 -0.1
H 11.311 0.183 1.276 0.1 0.0 0.0
H 9.730 0.942 1.488 0.1 0.2 0.2
H 9.693 0.761 -2.123 -0.1 0.0 0.0
H 9.522 1.791 -0.696 -0.5 -0.1 0.0
H 11.059 1.358 -1.216 0.4 -0.8 0.3
H 11.691 -0.889 -0.952 0.3 -0.5 -0.5
H 10.980 -2.283 -0.173 -0.3 0.2 0.4
H 10.366 -1.845 -1.733 0.2 0.3 -0.3
H 5.815 -1.009 1.683 0.0 -0.3 0.3
H 5.586 -1.956 0.245 0.1 0.2 -0.4
H 6.074 -0.203 0.195 -0.1 -0.3 -0.5
H 8.161 -1.755 -1.771 0.0 -0.4 -0.7
C -8.386 2.136 4.814 -0.6 0.0 -0.2
C -7.714 1.486 3.578 -0.8 0.0 0.2
C -8.794 1.625 2.360 2.5 -0.2 0.9
C -8.131 1.509 0.987 0.2 0.4 0.3
C -6.833 2.396 0.819 -2.5 -0.9 0.4
C -5.789 2.224 1.952 -1.1 -1.7 -2.7
N -6.511 2.310 3.254 0.6 1.1 -1.5
O -5.534 2.382 4.296 -0.5 -0.6 -0.2
C -5.134 0.817 1.676 0.0 -0.5 1.6
C -4.800 3.311 1.565 0.1 1.0 2.4
C -7.411 -0.016 3.878 -0.3 0.3 -0.5
H -8.846 3.089 4.554 0.2 0.2 -0.2
H -7.804 2.308 5.719 0.4 -0.3 -0.3
H -9.235 1.515 5.101 0.0 -0.2 0.1
H -9.523 0.816 2.414 -0.2 0.2 0.5
H -9.259 2.610 2.402 -0.1 -0.1 0.3
H -8.966 1.811 0.356 0.4 0.2 -0.8
H -7.950 0.463 0.738 0.3 -0.1 0.1
H -7.157 3.436 0.783 0.0 0.2 0.1
H -6.447 2.160 -0.172 0.5 0.0 0.1
H -4.746 0.444 2.624 -0.1 0.0 0.4
H -5.874 0.074 1.380 0.0 0.2 -0.1
H -4.255 0.654 1.053 -0.2 0.9 -0.6
H -4.402 3.168 0.560 0.3 -0.2 0.4
H -5.214 4.317 1.632 -0.7 0.0 -0.4
H -4.096 3.404 2.392 1.1 -0.4 -0.5
H -7.159 -0.534 2.952 0.5 0.0 0.2
H -8.262 -0.582 4.257 -0.5 0.4 0.0
H -6.660 -0.148 4.656 0.4 0.2 -0.3
H -5.502 3.328 4.452 0.0 0.1 0.3
C 3.293 -2.537 -4.198 -0.2 1.4 0.5
C 1.962 -3.007 -4.728 -0.7 -1.4 -1.1
C 1.073 -3.593 -3.586 1.1 0.9 0.2
C 0.573 -2.429 -2.734 -1.6 -1.7 0.5
C -0.506 -1.719 -3.536 2.3 1.5 -0.5
C 0.176 -1.062 -4.809 -1.2 0.5 0.0
N 1.080 -2.015 -5.419 -0.2 -1.2 0.7
O 1.520 -1.672 -6.708 -0.2 0.3 0.3
C -1.047 -0.708 -5.779 1.3 -0.3 -0.1
C 0.858 0.282 -4.447 -0.5 0.4 -0.3
C 2.236 -4.157 -5.751 -0.5 -0.3 0.6
H 3.877 -3.376 -3.820 0.1 0.1 -0.1
H 3.109 -1.827 -3.392 0.1 -0.1 0.5
H 3.842 -1.909 -4.900 0.2 -0.5 -0.4
H 0.236 -4.152 -4.003 -0.1 0.2 -0.1
H 1.587 -4.292 -2.926 0.6 -0.1 -0.3
H 1.331 -1.843 -2.214 0.2 0.4 -0.7
H 0.044 -2.869 -1.888 -0.1 -0.2 0.3
H -0.828 -0.887 -2.909 -0.8 0.0 -0.2
H -1.301 -2.400 -3.839 0.0 0.1 0.2
H -1.526 -1.603 -6.176 -0.2 -0.2 0.5
H -1.760 -0.058 -5.272 -0.1 -0.2 0.2
H -0.745 -0.179 -6.683 0.4 0.2 0.1
H 0.203 0.850 -3.786 0.1 0.0 0.4
H 1.874 0.258 -4.052 -0.1 -0.4 0.2
H 0.900 0.928 -5.324 0.2 -0.2 -0.3
H 2.706 -3.904 -6.701 -0.3 0.5 0.1
H 1.277 -4.659 -5.881 -0.1 0.0 -0.6
H 2.884 -4.936 -5.349 0.1 0.2 0.5
H 0.896 -2.203 -7.210 0.2 0.1 -0.7
C -4.503 6.431 -6.049 0.0 0.8 -0.9
C -3.785 5.607 -4.948 -1.1 -0.7 -0.4
C -3.478 4.199 -5.504 0.4 -1.1 0.7
C -2.131 3.886 -6.095 2.9 1.6 0.3
C -0.868 4.552 -5.293 -2.9 -0.5 0.3
C -1.168 6.049 -5.006 2.5 -0.6 1.3
N -2.541 6.259 -4.422 0.6 0.3 -2.0
O -2.706 7.493 -3.861 0.3 -1.4 -0.5
C -0.052 6.531 -3.961 -1.2 0.3 0.1
C -0.965 6.816 -6.294 -0.4 1.5 0.1
C -4.803 5.440 -3.813 1.3 0.0 1.6
H -4.776 7.469 -5.864 0.5 0.1 0.7
H -5.481 6.006 -6.275 0.1 -0.6 0.4
H -4.006 6.448 -7.020 0.4 -0.2 0.1
H -3.591 3.462 -4.709 -0.3 0.2 0.4
H -4.198 3.901 -6.267 -0.4 0.4 0.2
H -2.096 4.308 -7.099 0.2 -0.2 -0.2
H -1.915 2.818 -6.139 -0.4 0.0 -0.1
H 0.077 4.405 -5.817 -0.2 0.4 -0.2
H -0.708 4.115 -4.307 -0.3 -0.6 0.0
H -0.369 7.432 -3.435 -0.2 0.0 0.0
H 0.156 5.775 -3.204 0.0 -0.1 -0.1
H 0.880 6.850 -4.427 -0.1 -0.5 -0.4
H -0.607 7.821 -6.070 -0.2 0.2 0.1
H -0.129 6.355 -6.820 -0.6 -0.2 -0.4
H -1.917 6.944 -6.810 0.5 -0.3 -0.6
H -5.593 4.716 -4.012 -0.3 0.7 -0.6
H -5.066 6.402 -3.373 -0.9 0.0 -0.6
H -4.329 4.964 -2.955 0.5 -0.3 0.1
H -2.983 7.220 -2.984 -0.6 0.7 1.0
C 2.239 -3.959 5.489 -0.2 0.3 1.0
C 2.950 -3.662 4.146 -0.5 1.2 1.6
C 3.953 -4.831 3.930 -0.7 -0.1 -1.7
C 3.263 -6.066 3.272 -1.5 1.5 0.1
C 2.456 -5.614 1.989 1.5 -1.1 0.9
C 1.420 -4.521 2.227 -1.4 0.8 0.4
N 1.965 -3.407 3.053 2.7 -2.2 -1.5
O 1.065 -2.394 3.325 -0.4 0.0 0.2
C 1.064 -4.051 0.784 -0.4 -0.3 0.8
C 0.122 -5.046 2.895 -0.7 -0.7 0.7
C 3.736 -2.274 4.351 -1.1 -1.5 -0.7
H 1.493 -3.216 5.773 -0.4 0.0 -0.6
H 2.892 -3.894 6.359 0.7 0.1 -0.2
H 1.808 -4.949 5.638 -0.2 -0.1 -0.7
H 4.729 -4.454 3.263 0.3 -0.1 -0.1
H 4.416 -5.114 4.875 -0.1 0.2 0.0
H 2.468 -6.351 3.961 0.0 -0.3 0.3
H 3.880 -6.959 3.179 0.2 0.3 -0.4
H 1.985 -6.489 1.542 -0.5 0.0 0.3
H 3.138 -5.341 1.184 0.3 0.6 0.2
H 0.695 -4.920 0.239 0.3 -0.3 -0.1
H 0.193 -3.397 0.748 0.3 0.6 0.2
H 1.964 -3.671 0.301 -0.2 0.3 -0.1
H -0.766 -4.420 2.981 0.2 0.9 -1.0
H -0.252 -5.968 2.449 0.2 -0.1 -0.2
H 0.163 -5.226 3.969 1.0 -0.5 0.1
H 4.577 -2.463 5.018 0.0 0.4 0.0
H 3.031 -1.517 4.694 0.1 -0.2 0.6
H 4.034 -1.898 3.372 0.5 -0.3 -0.1
H 1.328 -1.772 2.643 -0.3 0.4 0.2
O 3.977 4.391 -2.110 -0.3 -0.2 -0.2
H 4.686 4.874 -2.533 0.2 0.2 -0.1
H 4.380 4.004 -1.332 0.1 0.0 0.3
O 4.922 5.290 1.277 0.1 0.1 -0.2
H 4.938 4.354 1.078 0.3 -0.5 0.0
H 5.182 5.345 2.196 0.1 0.1 0.3
O 2.409 6.305 1.035 -0.8 0.7 -0.4
H 3.250 5.848 1.028 0.5 -0.1 0.1
H 1.761 5.612 1.166 0.0 0.0 0.1
O 0.182 5.957 3.986 -0.5 0.6 0.2
H -0.203 5.329 4.597 -0.1 -0.1 0.1
H 0.833 5.451 3.500 0.4 -0.3 -0.2
O 1.884 4.181 2.828 0.1 -0.1 0.4
H 2.616 3.880 3.368 0.2 0.0 0.2
H 1.806 3.520 2.140 -0.2 -0.4 -0.4
O 6.274 2.486 0.577 -0.3 0.5 0.2
H 6.428 2.467 -0.367 0.2 -0.1 -0.3
H 6.239 1.565 0.833 0.1 -0.3 0.1
```
Forces are in eV/Å.

The spin multiplicity is 2. For the energy above the lowest of the compared OMol25 structures with the same formula, charge and spin, the calculation gives 0.0 kJ/mol. For the HOMO energy (spin up / spin down), the calculation gives -9.3 / -9.3 eV. As for the gap between HOMO and LUMO (spin up / spin down): 6.9 / 2.9 eV. Its net charge is +1. Its strongest force on any atom is 4.4 eV/A.

Atom charges from the Mulliken analysis, given in e for atoms 1 to 8: -1.874 2.067 -1.612 -0.339 -1.747 3.310 0.736 0.419


2.
# C21H28N6OS

An isolated molecule of C21H28N6OS in a non-equilibrium geometry (ωB97M-V/def2-TZVPD, OMol25).

XYZ file:
```
57
Properties=species:S:1:pos:R:3:forces:R:3
C -2.299 -2.696 1.941 -0.1 0.3 0.0
C -2.159 -1.237 2.359 0.2 -0.1 0.0
C -0.729 -0.845 2.731 -0.1 0.0 -0.2
H -0.396 -1.470 3.562 0.0 0.1 0.1
H -0.714 0.186 3.087 0.1 0.0 0.1
C 0.322 -0.997 1.616 -0.2 -0.1 0.3
C 1.677 -0.824 2.220 0.7 -0.1 -0.3
N 1.982 -0.543 3.466 -1.1 -0.1 -0.1
N 3.305 -0.460 3.523 0.6 0.2 0.8
N 3.829 -0.672 2.390 1.0 -0.1 -0.9
N 2.840 -0.904 1.525 -1.0 0.4 0.9
C 3.072 -1.237 0.143 0.3 -0.2 -0.3
C 3.003 -2.717 -0.054 -0.2 -0.2 -0.3
C 3.880 -3.655 0.394 -0.1 0.2 -0.1
C 3.490 -4.974 0.069 -0.1 -0.1 0.0
C 2.321 -5.018 -0.617 -0.3 0.2 -0.1
S 1.666 -3.452 -0.879 0.6 -0.1 0.3
H 1.796 -5.874 -0.990 -0.1 -0.2 -0.1
H 4.059 -5.846 0.335 0.1 -0.2 0.0
H 4.774 -3.409 0.940 0.2 0.1 0.1
H 2.313 -0.729 -0.457 0.2 0.0 0.1
H 4.071 -0.864 -0.104 -0.2 0.0 0.0
N 0.261 -0.091 0.475 -0.2 0.0 0.0
C -0.639 -0.439 -0.605 0.0 0.0 -0.3
C -0.250 0.373 -1.850 -0.2 -0.3 0.1
N -0.316 1.794 -1.582 0.4 0.0 -0.1
C -1.523 2.466 -1.784 -0.3 0.3 0.0
C -2.217 2.286 -2.987 -0.1 0.0 0.1
C -3.378 2.973 -3.255 -0.2 0.1 0.1
C -3.897 3.888 -2.338 0.0 0.0 0.0
C -3.211 4.092 -1.151 -0.4 0.2 -0.2
C -2.048 3.388 -0.880 0.3 -0.3 0.0
H -1.561 3.578 0.063 0.1 0.0 0.1
H -3.569 4.793 -0.413 -0.1 0.1 0.0
O -5.055 4.518 -2.705 0.2 -0.3 -0.2
C -5.604 5.462 -1.822 -0.1 0.1 0.1
H -6.501 5.838 -2.312 0.1 0.0 0.1
H -5.880 5.008 -0.864 0.0 0.0 0.0
H -4.915 6.295 -1.643 0.0 0.0 0.0
H -3.903 2.825 -4.185 -0.1 0.0 -0.1
H -1.830 1.614 -3.737 0.1 0.0 -0.1
C 0.523 2.123 -0.452 -0.1 0.1 0.3
H 0.481 3.193 -0.256 0.0 0.0 0.0
C 0.149 1.318 0.800 0.2 0.2 -0.1
H 0.837 1.554 1.615 0.0 0.0 0.0
H -0.874 1.584 1.113 0.1 0.0 0.1
H 1.553 1.870 -0.732 0.0 0.0 0.1
H -0.913 0.108 -2.670 0.1 0.0 0.0
H 0.778 0.128 -2.139 -0.1 -0.1 0.0
H -0.544 -1.505 -0.821 -0.1 0.0 0.0
H -1.692 -0.216 -0.369 0.0 -0.1 0.0
H 0.270 -2.015 1.211 0.0 0.1 0.0
H -2.537 -0.591 1.565 -0.1 0.1 0.0
H -2.784 -1.064 3.238 0.0 0.1 -0.1
H -1.798 -2.890 0.995 0.1 -0.1 -0.1
H -3.349 -2.951 1.820 -0.1 -0.1 0.0
H -1.873 -3.349 2.699 0.1 -0.1 0.1
```
Forces are in eV/Å.

For the energy above the lowest of the compared OMol25 structures with the same formula, charge and spin, the calculation gives 249.6 kJ/mol. As for the SMILES: CCC[C@H](c1nnnn1Cc1cccs1)N1CCN(c2ccc(OC)cc2)CC1. For the HOMO energy, the calculation gives -7.4 eV. As for the gap between HOMO and LUMO: 7.9 eV. Its net charge is 0. Its strongest force on any atom is 1.4 eV/A.

Atom charges from the Mulliken analysis, given in e for atoms 1 to 8: -1.175 -0.489 -1.011 0.571 0.314 0.213 -0.737 -0.262


3.
# C5H8O

A structure of composition C5H8O (ωB97M-V/def2-TZVPD, OMol25).

XYZ file:
```
14
Properties=species:S:1:pos:R:3:forces:R:3
C -1.907 -0.596 -0.101 0.0 0.0 0.0
C -0.911 0.535 -0.236 -0.2 -0.2 -0.2
O -0.133 0.796 0.944 0.0 0.0 0.1
C 1.011 0.824 0.065 0.3 0.1 -0.2
C 1.863 -0.435 0.248 0.1 -0.2 0.0
C 0.242 0.546 -1.194 -0.1 0.1 0.4
H -2.639 -0.357 0.677 0.1 0.0 -0.1
H -1.397 -1.520 0.184 0.0 0.1 -0.1
H -2.430 -0.756 -1.048 0.1 0.0 0.1
H -1.424 1.468 -0.562 0.1 0.0 0.0
H 1.605 1.739 0.150 -0.1 -0.1 0.0
H 2.796 -0.354 -0.313 -0.1 0.0 0.1
H 2.066 -0.568 1.312 0.0 0.1 -0.1
H 1.332 -1.323 -0.112 0.0 0.1 0.1
```
Forces are in eV/Å.

For the energy above the lowest of the compared OMol25 structures with the same formula, charge and spin, the calculation gives 442.9 kJ/mol. For the HOMO energy, the calculation gives -9.1 eV. As for the gap between HOMO and LUMO: 8.9 eV. Its net charge is 0. Its strongest force on any atom is 0.4 eV/A.

Atom charges from the Mulliken analysis, given in e for atoms 1 to 8: -1.316 0.572 -0.468 0.451 -1.180 -0.597 0.328 0.267